[1]
Here is a cluster of 2 separate species, C3H11N3O2 in total in a non-equilibrium geometry from OMol25. Energies are from the ωB97M-V functional and the def2-TZVPD basis.

CARTESIAN COORDINATES (ANGSTROEM)
1 N -2.33658 1.07001 -1.00028
2 C -1.51817 0.00220 -1.53522
3 N -0.31333 -0.31850 -0.80384
4 C -0.33284 -1.24393 0.32896
5 C 0.88014 -1.12384 1.19988
6 N 1.49622 0.08036 1.43595
7 O 1.33518 -2.14760 1.67851
8 H -2.88166 0.93798 -0.16945
9 H -1.96733 1.99245 -0.95490
10 H -1.28027 0.32912 -2.54650
11 H -2.11699 -0.90525 -1.51485
12 H 0.41103 0.37380 -0.69780
13 H -0.59047 -2.25157 0.05159
14 H -1.14694 -0.89700 1.01509
15 H 2.41263 -0.05478 1.83794
16 H 1.26604 0.84132 0.81903
17 O 0.95967 2.45907 -0.83536
18 H 0.79726 3.16182 -0.20089
19 H 0.47919 2.62474 -1.62825

Values from the calculation:
Energy above the lowest of the compared OMol25 structures with the same formula, charge and spin = 1.2268 eV
Energy = -435.64522 Ha
SMILES = NCNCC(N)=O.O
Frontier orbital gap = 8.73 eV
HOMO energy = -8.433 eV
2S+1 = 1
Maximum force = 3.219 eV/A

These are the Löwdin partial charges, in e, on atoms 1 to 8: 0.01, -0.30, -0.08, -0.14, -0.53, 0.17, 0.04, 0.05

[2]
Here is a structure of composition C3H11N3O2 in a non-equilibrium geometry from OMol25. Energies are from the ωB97M-V functional and the def2-TZVPD basis.

CARTESIAN COORDINATES (ANGSTROEM)
1 C -1.93082 -1.02207 -1.02224
2 N 0.22424 -0.58701 0.61178
3 N -0.66321 -1.63832 -0.69789
4 N -0.23015 -0.14565 1.86696
5 H 0.98968 -1.25287 0.72943
6 H -0.15151 -1.76070 -1.57122
7 H -0.07205 -0.83225 2.60013
8 H -1.21134 0.11979 1.80404
9 H -2.44397 -0.66696 -0.12668
10 H -1.84952 -0.18783 -1.72726
11 H -2.56153 -1.79223 -1.49217
12 C 2.13045 1.26878 0.24164
13 C 0.81614 0.84091 -0.39592
14 O -0.18942 1.78011 -0.06653
15 O 0.84136 0.40856 -1.59975
16 H -1.04106 1.37174 -0.30055
17 H 2.54265 2.09748 -0.33355
18 H 1.96231 1.55904 1.28063
19 H 2.83776 0.43947 0.19914

Values from the calculation:
Energy above the lowest of the compared OMol25 structures with the same formula, charge and spin = 5.5617 eV
Energy = -435.48592 Ha
Frontier orbital gap (alpha / beta) = 8.61 / 8.61 eV
HOMO energy (alpha / beta) = -8.638 / -8.638 eV
2S+1 = 1
Maximum force = 3.548 eV/A

These are the Löwdin partial charges, in e, on atoms 1 to 8: -0.19, -0.03, 0.02, 0.08, 0.13, 0.07, 0.10, 0.09

[3]
Here is a cluster of 2 separate species, C3H11N4 in total in a non-equilibrium geometry from OMol25. Energies are from the ωB97M-V functional and the def2-TZVPD basis.

CARTESIAN COORDINATES (ANGSTROEM)
1 C 1.08896 -0.00416 0.60164
2 C 2.02896 1.04795 1.06680
3 C -0.72999 1.18474 -0.76714
4 N 1.40556 -1.21714 0.97713
5 N -2.25725 -1.05636 -1.34704
6 N 0.05037 0.15467 -0.18103
7 N -1.50087 -1.53777 -0.42189
8 H 1.55999 1.71137 1.77945
9 H 2.33449 1.68665 0.15908
10 H 2.89521 0.65145 1.44772
11 H -0.68725 1.16282 -1.79831
12 H -1.79327 1.01014 -0.42841
13 H -0.34261 2.26980 -0.54295
14 H 2.10471 -1.55620 1.72820
15 H -2.04014 -1.28900 -2.28181
16 H -3.18654 -0.56378 -1.15377
17 H -1.88690 -1.59318 0.52393
18 H 0.95659 -2.06199 0.63840

Values from the calculation:
Energy above the lowest of the compared OMol25 structures with the same formula, charge and spin = 4.2189 eV
Energy = -339.56463 Ha
Frontier orbital gap (alpha / beta) = 8.12 / 8.13 eV
HOMO energy (alpha / beta) = -13.136 / -13.138 eV
Net charge = +1
2S+1 = 1
Maximum force = 5.298 eV/A

These are the Löwdin partial charges, in e, on atoms 1 to 8: -0.45, 0.01, -0.13, 0.14, 0.05, 0.01, 0.12, 0.10

[4]
Here is a cluster of 3 separate species, C3H11N4 in total in a non-equilibrium geometry from OMol25. Energies are from the ωB97M-V functional and the def2-TZVPD basis.

CARTESIAN COORDINATES (ANGSTROEM)
1 C 0.14361 -0.64224 -0.96957
2 C -0.86220 -1.66253 -0.55647
3 C -1.02304 -1.49963 0.85962
4 N 0.47095 1.25615 2.11265
5 N 0.05134 0.31111 2.50380
6 N -1.61624 -2.39033 1.62097
7 N 0.87351 2.75651 0.18427
8 H 0.96884 -0.51960 -0.29687
9 H 0.67252 -0.62091 -1.92146
10 H -0.30678 0.35098 -1.10085
11 H -1.78389 -1.22378 -1.00403
12 H -0.57400 -2.70713 -0.86601
13 H 0.84128 2.09264 1.07792
14 H -1.41602 -2.20729 2.62290
15 H -1.86109 -3.30741 1.17590
16 H -0.06739 3.06723 0.01424
17 H 1.24867 3.68109 0.39365
18 H 1.20816 2.30522 -0.63133

Values from the calculation:
Energy above the lowest of the compared OMol25 structures with the same formula, charge and spin = 3.6039 eV
Energy = -339.58723 Ha
Frontier orbital gap = 7.65 eV
HOMO energy = -11.033 eV
Net charge = +1
2S+1 = 1
Maximum force = 3.599 eV/A

These are the Löwdin partial charges, in e, on atoms 1 to 8: -0.18, -0.28, -0.22, 0.07, 0.16, 0.09, 0.26, 0.04